# 1
The following is a DFT calculation (ωB97M-V/def2-TZVPD) of a structure of composition C30H76Br3ClINO9PS8 in a non-equilibrium geometry.

The geometry in XYZ format:
```
130
Properties=species:S:1:pos:R:3:lowdin_charge:R:1
C 4.58657 -4.87558 2.40337 -0.251
C 3.02456 -4.59497 2.35580 -0.450
C 2.33530 -3.81657 1.13433 -0.653
I 3.39586 -5.08952 -0.39112 0.916
P 2.36419 -1.90931 0.94597 0.516
C 0.45259 -1.69437 0.92386 -0.315
C 2.45278 0.01529 1.05154 -0.303
C 2.59263 1.03495 -0.09331 -0.321
N 4.00330 1.61433 -0.22771 -0.074
C 4.27890 -1.80062 0.92044 -0.325
C 5.15853 -1.52735 2.19967 -0.289
C 6.71685 -1.62864 1.71039 -0.594
Cl 7.24855 -0.23764 0.66296 0.483
C 2.21617 -1.79624 2.89004 -0.245
C 0.92044 -2.32960 3.63591 -0.708
O 0.35584 -1.52635 4.44344 -0.132
Br -0.09916 -4.01043 3.59915 0.690
C 2.19335 -1.95977 -1.00341 -0.642
Br 0.72287 -3.27368 -1.65701 0.597
C 3.41982 -2.08138 -1.96775 -0.732
C 3.07498 -2.90934 -3.35164 -0.331
Br 4.07246 -0.37817 -2.88175 0.617
H 5.28968 -4.22477 1.81811 0.018
H 4.85976 -5.96698 2.15526 0.056
H 4.92382 -4.76842 3.50716 0.078
H 2.68935 -4.37561 3.41557 0.052
H 2.59983 -5.67132 2.23027 0.076
H 1.27403 -4.26497 1.04686 0.011
H -0.00261 -0.97800 1.70533 0.031
H 0.03527 -1.12824 0.00411 0.042
H -0.16773 -2.63642 1.02487 0.001
H 1.55279 0.40693 1.66614 0.051
H 3.31824 0.37720 1.74174 0.085
H 2.05227 2.02273 0.22734 0.106
H 2.20253 0.93005 -1.14107 0.063
H 3.93898 2.40174 -0.90218 0.001
H 4.29378 2.02510 0.67091 0.053
H 4.56084 -0.91049 0.23313 0.064
H 4.81607 -2.66723 0.41460 0.029
H 5.09353 -0.49641 2.67860 0.103
H 5.13190 -2.28778 3.04481 0.084
H 7.34378 -1.62086 2.67779 0.071
H 6.88942 -2.66681 1.25889 0.076
H 2.33866 -0.72200 3.29575 0.106
H 3.04226 -2.28755 3.49434 0.073
H 1.60772 -1.06592 -1.43723 0.044
H 4.39083 -2.56419 -1.68753 0.033
H 2.24879 -2.42346 -3.95308 0.042
H 4.02887 -2.76725 -3.99132 0.042
H 3.00708 -4.02546 -3.20721 0.005
C 4.62543 6.39108 -1.42993 -0.266
S 3.11304 5.49615 -1.84315 0.831
O 3.26453 4.10090 -1.33105 -0.554
C 3.40440 5.45478 -3.62285 -0.258
H 4.67658 6.50066 -0.34579 0.050
H 5.49574 5.83309 -1.77938 0.059
H 4.60094 7.37913 -1.89327 0.032
H 4.35233 4.95569 -3.83269 0.060
H 3.42057 6.47376 -4.01183 0.021
H 2.59107 4.90088 -4.09276 0.055
C -2.56383 2.33120 2.96977 -0.275
S -0.76039 2.30626 2.96060 0.835
O -0.33545 1.10467 2.18344 -0.553
C -0.57310 1.90813 4.71132 -0.262
H -2.91444 2.52591 1.95541 0.053
H -2.94530 1.36659 3.30610 0.010
H -2.91430 3.12521 3.63131 0.050
H -1.08408 0.97034 4.93639 0.048
H -0.98800 2.71762 5.31494 0.049
H 0.49007 1.80220 4.92941 0.050
C -3.86118 -1.23127 -4.26521 -0.280
S -4.32814 -1.22926 -2.52284 0.800
O -5.00457 0.07573 -2.23901 -0.582
C -2.64328 -1.11796 -1.88798 -0.274
H -4.76896 -1.25777 -4.86767 0.018
H -3.29712 -0.32732 -4.50118 0.058
H -3.25917 -2.11719 -4.47971 0.043
H -2.15727 -0.22120 -2.27661 0.062
H -2.08323 -2.00692 -2.18375 0.018
H -2.68521 -1.06368 -0.79949 0.050
C -7.59528 -1.09227 -6.62454 -0.271
S -6.56703 0.05803 -7.56154 0.811
O -5.27086 0.19347 -6.83323 -0.558
C -7.54987 1.52690 -7.19298 -0.273
H -7.14417 -2.08350 -6.68169 0.052
H -7.64946 -0.77808 -5.58064 0.061
H -8.59545 -1.12448 -7.06021 0.049
H -7.60710 1.67511 -6.11311 0.061
H -8.55138 1.40887 -7.61024 0.049
H -7.06651 2.38980 -7.65203 0.048
C -1.26429 -1.34059 -7.09346 -0.264
S -1.50006 -3.07097 -7.54942 0.799
O -1.99471 -3.79016 -6.33696 -0.559
C 0.25500 -3.45516 -7.72853 -0.270
H -2.24220 -0.90001 -6.89324 0.035
H -0.64514 -1.27275 -6.19704 0.062
H -0.78994 -0.80780 -7.91951 0.052
H 0.77791 -3.25308 -6.79188 0.055
H 0.67915 -2.85271 -8.53364 0.049
H 0.35350 -4.51220 -7.97769 0.048
C 0.33885 9.87992 -2.94024 -0.268
S 2.14313 9.83796 -2.94270 0.820
O 2.56223 8.62041 -3.70257 -0.563
C 2.32086 9.46700 -1.18488 -0.270
H -0.00348 10.06184 -3.95940 0.050
H -0.05542 8.92439 -2.59032 0.062
H -0.00549 10.68856 -2.29332 0.052
H 1.80062 8.53740 -0.94598 0.055
H 1.91114 10.28941 -0.59620 0.053
H 3.38226 9.35611 -0.96073 0.043
C -4.61068 -0.76656 6.17440 -0.274
S -4.99098 0.37204 4.82888 0.799
O -4.97051 1.75734 5.39314 -0.559
C -6.72030 -0.11552 4.65380 -0.268
H -3.57501 -0.60938 6.47694 0.050
H -5.26887 -0.57486 7.02284 0.057
H -4.73369 -1.79371 5.82919 0.047
H -7.24720 0.03649 5.59759 0.055
H -6.77436 -1.16427 4.35757 0.053
H -7.17684 0.50259 3.88000 0.048
C -2.21452 -4.14862 7.56983 -0.264
S -3.76366 -4.33137 8.47834 0.813
O -4.59888 -3.12691 8.18544 -0.565
C -3.04472 -4.10471 10.11894 -0.277
H -2.42909 -4.21737 6.50285 0.045
H -1.76718 -3.17735 7.78728 0.062
H -1.52979 -4.94982 7.85286 0.055
H -2.54489 -3.13608 10.17575 0.057
H -2.33299 -4.90745 10.31841 0.050
H -3.84747 -4.14205 10.85611 0.046
```

Calculated values
strongest force on any atom	6.52	eV/A
total energy	-378969.642	eV
total charge	-1
Kohn-Sham gap	5.959	eV

=====

# 2
The following is a DFT calculation (ωB97M-V/def2-TZVPD) of a cluster of 6 separate species, C30H76N4O10 in total in a non-equilibrium geometry.

The geometry in XYZ format:
```
120
Properties=species:S:1:pos:R:3:lowdin_charge:R:1
C 3.16873 0.12607 -3.16512 -0.108
O 2.44467 0.15942 -1.97540 -0.260
C 2.44678 -1.07326 -1.26374 -0.209
C 1.81863 -0.77893 0.03320 -0.249
N 1.31568 -1.95650 0.66201 -0.045
C 0.88402 -1.47850 1.97571 -0.198
C -0.11690 -2.40793 2.62997 -0.201
O -0.19519 -1.84198 3.94605 -0.169
C -1.31090 -2.43064 4.63883 -0.097
H 4.22830 -0.14859 -3.06817 0.092
H 2.80435 1.06917 -3.74978 0.120
H 2.61289 -0.62646 -3.69510 0.074
H 3.38288 -1.54511 -1.30505 0.101
H 1.83986 -1.85311 -1.79447 0.135
H 0.96257 -0.08234 0.03455 0.103
H 2.62877 -0.39220 0.72332 0.115
H 0.47461 -2.31898 0.16145 0.103
H 0.33269 -0.57792 1.86227 0.082
H 1.78271 -1.26533 2.62925 0.150
H 0.23368 -3.38559 2.69321 0.104
H -1.06692 -2.49321 2.09421 0.104
H -1.16824 -3.47851 4.82746 0.074
H -2.24060 -2.50299 4.07929 0.042
H -1.45112 -1.97377 5.64852 0.107
C -5.75513 -6.41840 5.87934 -0.133
O -5.63048 -5.05438 6.07178 -0.197
C -6.22021 -4.25629 5.01582 -0.181
C -5.09903 -3.60324 4.21094 -0.241
N -5.49404 -3.09827 2.94209 -0.085
C -4.39564 -2.53831 2.18128 -0.192
C -4.21187 -1.16853 2.85325 -0.230
O -3.25192 -0.65337 1.96516 -0.178
C -3.14221 0.67088 2.24939 -0.142
H -6.82725 -6.64905 6.16349 0.109
H -5.08087 -6.91165 6.50223 0.061
H -5.52044 -6.65908 4.80156 0.105
H -6.80692 -3.49076 5.43439 0.108
H -6.91722 -4.79705 4.45420 0.096
H -4.12798 -4.13853 4.13192 0.131
H -4.86025 -2.72570 4.86677 0.127
H -5.76635 -4.02229 2.46123 0.149
H -4.65996 -2.41507 1.13331 0.126
H -3.46632 -3.01386 2.26566 0.085
H -3.86044 -1.15316 3.83676 0.083
H -5.20728 -0.74848 2.99091 0.135
H -2.49804 1.21699 1.49567 0.066
H -2.74278 0.82193 3.26051 0.107
H -4.10661 1.15418 2.15585 0.092
C 6.46135 4.62348 -1.77100 -0.081
O 5.24994 3.90776 -2.18372 -0.232
C 4.07322 4.52520 -1.54811 -0.139
C 2.95245 3.52699 -2.11474 -0.166
N 1.57584 3.87407 -1.87736 -0.097
C 0.66198 2.73434 -2.10575 -0.192
C -0.63946 3.38759 -1.91607 -0.186
O -1.53061 2.27985 -1.69738 -0.240
C -2.77514 2.54235 -1.07059 -0.101
H 6.43266 4.82085 -0.67035 0.097
H 6.34076 5.55098 -2.32424 0.075
H 7.40828 4.24874 -2.08662 0.071
H 3.99856 5.60120 -1.79342 0.123
H 3.99798 4.45100 -0.47006 0.097
H 3.13618 2.51824 -1.83645 0.074
H 2.98166 3.61480 -3.23792 0.136
H 1.16405 4.50712 -2.58012 0.138
H 0.88755 2.01271 -1.36294 0.084
H 0.84103 2.19379 -3.09546 0.139
H -1.01578 3.85828 -2.85782 0.144
H -0.76312 4.18046 -1.22739 0.115
H -3.24467 1.69479 -0.53897 0.068
H -3.56885 2.97295 -1.78779 0.116
H -2.65622 3.24715 -0.21508 0.091
C -1.00621 -0.57506 -7.83068 -0.137
O -0.66117 0.09771 -6.69075 -0.150
C -1.35750 -0.44144 -5.63224 -0.239
C -0.98554 0.27016 -4.31928 -0.163
N -1.80210 -0.16394 -3.14934 -0.029
C -0.96378 -0.73086 -2.18184 -0.215
C -1.70802 -0.82103 -0.79058 -0.138
O -1.31489 -2.06441 -0.19168 -0.230
C -2.10969 -3.04179 -0.74443 -0.126
H -1.06556 0.24728 -8.48453 0.076
H -1.91387 -1.07432 -7.85613 0.067
H -0.15838 -1.19675 -8.23109 0.112
H -1.09465 -1.50381 -5.51033 0.131
H -2.38715 -0.44690 -5.77750 0.100
H -1.21621 1.29455 -4.37258 0.096
H 0.08287 0.34202 -4.18956 0.102
H -2.01488 0.77410 -2.81502 0.070
H -0.16701 -0.17023 -1.94950 0.045
H -0.64037 -1.66026 -2.61479 0.124
H -2.77974 -0.54032 -0.84833 0.126
H -1.30953 -0.13319 -0.01642 0.099
H -3.10871 -2.80931 -0.57451 0.054
H -1.97603 -4.00719 -0.24915 0.102
H -1.98048 -3.26886 -1.80943 0.099
C 5.19790 0.67149 -0.66585 -0.081
C 5.96981 1.01967 0.50862 -0.491
C 5.43026 0.26712 1.70583 -0.032
O 7.20179 0.39214 0.27234 -0.027
H 4.19926 0.76327 -0.48763 0.021
H 5.37919 -0.41802 -0.94406 0.116
H 5.55822 1.26862 -1.52921 0.107
H 6.05408 2.06163 0.58900 0.132
H 5.28815 -0.78060 1.40105 0.100
H 4.58928 0.69695 2.13501 0.029
H 6.25798 0.34458 2.43479 0.098
H 7.02158 -0.46454 0.02313 0.035
C -0.16468 2.32451 1.47311 -0.070
C 1.10452 3.10953 1.60592 -0.478
C 2.38124 2.33699 1.23662 -0.042
O 1.06978 4.19706 0.74000 -0.070
H -0.99470 2.96394 1.67255 0.077
H -0.17878 1.68628 2.34348 0.075
H -0.30955 1.64350 0.66238 0.044
H 1.20537 3.28535 2.67997 0.140
H 3.23434 2.97643 1.40371 0.081
H 2.31463 2.00858 0.26680 0.017
H 2.49608 1.41390 1.93379 0.105
H 1.20047 3.88949 -0.20831 0.037
```

Calculated values
strongest force on any atom	4.89	eV/A
total energy	-58765.504	eV
structure (SMILES)	COCCNCCOC.COCCNCCOC.COCCNCCOC.COCCNCCOC.CC(C)O.CC(C)O
total charge	0
Kohn-Sham gap	9.146	eV
ΔE to the lowest compared entry with this formula, charge and spin	5.890	eV